# 1
Here is 2 unconnected molecules or ions with the total composition CH4N2O from the OMol25 dataset. Energies are from wB97M-V/def2-TZVPD.

XYZ file:
```
8
Properties=species:S:1:pos:R:3:lowdin_charge:R:1
H -0.14 -0.11 2.32 0.098
H 0.53 -0.83 -1.71 -0.027
N -0.34 0.30 1.40 0.102
C 1.09 0.03 -1.41 0.059
H 0.62 0.99 -1.37 -0.030
O -2.46 -0.43 1.02 0.044
H 2.11 -0.07 -1.11 -0.027
N -1.40 0.12 0.87 -0.219
```

Computed properties:
charge = 0
ΔE to the lowest compared entry with this formula, charge and spin = 651.0 kJ/mol
M = 60.056 g/mol
HOMO-LUMO gap (alpha / beta) = 10.2 / 7.5 eV
energy = -225.0441 Eh

---

# 2
Here is 12 unconnected molecules or ions with the total composition C5H31NO13 from the OMol25 dataset. Energies are from wB97M-V/def2-TZVPD.

XYZ file:
```
50
Properties=species:S:1:pos:R:3:lowdin_charge:R:1
O -1.15 -2.57 -0.34 -0.037
H 1.97 1.29 3.25 0.100
H -1.72 1.85 0.55 0.081
O -4.05 -2.22 0.75 -0.035
H 1.46 -1.41 -1.48 0.029
H 0.31 3.28 3.63 0.109
H 1.17 -0.14 -2.27 0.017
H -0.32 4.37 2.54 0.096
H -0.71 4.10 -0.52 0.116
O -0.35 0.26 1.25 0.002
H -1.07 -1.74 -0.84 0.052
H 0.67 -2.84 0.69 0.000
H 1.35 3.93 2.45 0.097
H 0.51 2.98 -2.31 -0.004
C -1.53 4.00 0.21 -0.224
H -2.17 2.88 1.95 0.157
O -2.96 0.26 -1.06 -0.035
C 0.35 3.50 2.54 -0.047
H -4.71 -2.90 0.55 0.060
O 0.47 1.32 -1.24 -0.037
H 1.87 -0.16 2.27 0.086
C 1.66 0.92 2.24 0.023
O 4.58 -2.66 -2.06 -0.087
H -3.22 1.03 -0.56 0.034
H 1.96 -2.82 -3.29 0.022
H 0.53 -1.37 0.77 -0.016
H 3.75 -3.09 -2.31 -0.002
O 1.41 -1.08 -2.39 -0.057
H -2.11 -2.63 -0.28 0.027
H 0.77 1.65 -0.38 0.049
H -0.42 0.99 -1.03 0.048
O 0.61 -4.89 -0.08 -0.055
H 2.42 1.48 1.70 0.095
O 2.79 -2.88 -3.76 -0.074
H 0.77 -2.73 2.81 0.031
H 4.53 -1.82 -1.61 0.020
O -2.47 4.74 0.30 0.084
H -0.06 -4.41 -0.60 0.017
H 3.05 -1.96 -3.89 0.046
O 1.20 -2.06 0.91 -0.090
O 0.20 3.78 -2.77 -0.071
H 0.09 -5.70 0.07 0.045
H -3.48 -2.55 1.45 0.055
H 0.07 3.53 -3.69 0.035
C 0.26 1.19 1.80 -0.480
N -0.13 2.47 1.63 -0.102
C -1.47 2.75 1.08 -0.105
H -3.14 -0.52 -0.53 0.004
O -0.17 -2.73 3.02 -0.075
H -0.44 -1.94 2.54 -0.005
```

Computed properties:
charge = 0
ΔE to the lowest compared entry with this formula, charge and spin = 308.9 kJ/mol
M = 313.297 g/mol
HOMO-LUMO gap = 9.6 eV
SMILES = CC(=O)N(C)CC=O.O.O.O.O.O.O.O.O.O.O.O
energy = -1241.9514 Eh

---

# 3
Here is a molecular structure, C2H2BeO2P from the OMol25 dataset. Energies are from wB97M-V/def2-TZVPD.

XYZ file:
```
8
Properties=species:S:1:pos:R:3:lowdin_charge:R:1
O 0.19 1.18 -0.04 -0.429
H -1.84 1.09 -0.48 0.158
C -1.03 0.59 0.04 -0.181
C -1.17 -0.71 0.40 -0.142
P 1.55 0.40 0.37 1.064
Be 1.17 -1.84 -0.30 0.433
H 1.34 -3.16 -0.42 -0.071
O -1.21 -1.87 0.27 0.168
```

Computed properties:
charge = +1
ΔE to the lowest compared entry with this formula, charge and spin = 372.8 kJ/mol
M = 98.022 g/mol
HOMO-LUMO gap (alpha / beta) = 6.6 / 6.4 eV
energy = -583.5482 Eh

---

# 4
Here is a molecular structure, C3H6N3O2P from the OMol25 dataset. Energies are from wB97M-V/def2-TZVPD.

XYZ file:
```
15
Properties=species:S:1:pos:R:3:lowdin_charge:R:1
H 0.76 1.40 -0.88 0.085
C 0.64 -0.74 -1.74 -0.175
P -0.15 -0.11 0.68 0.885
N -1.26 -1.09 0.24 -0.047
H 1.12 0.34 2.56 0.129
C 0.97 0.35 -0.70 -0.177
H -0.31 -0.58 2.85 0.065
H 1.53 -1.05 -2.33 0.126
H -0.79 2.53 0.70 -0.099
H 1.97 0.38 -0.34 0.076
N 0.40 -0.37 2.16 -0.097
O -0.20 2.27 1.39 -0.374
O -2.65 -0.94 -1.58 0.130
C -1.57 -1.03 -1.12 -0.662
N -0.44 -1.34 -1.88 0.134
```

Computed properties:
charge = 0
ΔE to the lowest compared entry with this formula, charge and spin = 286.7 kJ/mol
M = 147.074 g/mol
HOMO-LUMO gap (alpha / beta) = 8.8 / 8.8 eV
energy = -773.9330 Eh

---

# 5
Here is a molecular structure, C38H36N4PPdSTe from the OMol25 dataset. Energies are from wB97M-V/def2-TZVPD.

XYZ file:
```
82
Properties=species:S:1:pos:R:3:lowdin_charge:R:1
C 0.31 -3.98 -2.73 -0.357
Pd 0.86 -1.28 -0.39 0.626
H -3.02 -2.70 2.27 0.111
C 3.21 -1.74 -5.30 0.018
N -0.40 -0.24 0.88 -0.146
C -0.89 -1.40 -3.14 -0.356
C -2.18 4.39 -0.30 -0.214
C -2.66 0.30 6.01 -0.027
P 0.46 -2.27 -2.42 0.946
C 0.97 5.28 5.78 -0.050
C 2.02 -2.18 -4.65 -0.006
C 1.38 -4.76 -2.22 -0.064
H -1.93 -1.70 6.27 0.132
H 0.30 -1.11 5.04 0.103
C -3.71 4.48 -0.28 -0.081
H -3.95 5.57 -0.20 0.103
C 5.01 -0.05 -2.40 0.063
H 0.60 -7.71 -3.68 0.119
C 4.84 0.07 -1.02 0.006
C 1.91 -1.87 -3.32 -0.280
H 5.78 0.45 -2.95 0.126
H 0.82 5.64 6.80 0.131
N -1.62 1.86 -0.39 0.169
H 0.19 -0.49 -4.79 0.092
C 1.53 4.43 3.21 -0.150
H 1.30 6.44 2.59 0.112
H -1.70 4.77 0.65 0.140
H -2.20 -0.60 1.96 0.168
C 2.94 -1.24 -2.53 -0.214
H -0.82 0.60 0.36 0.014
N -1.43 -1.05 1.43 -0.059
H -2.06 -4.13 2.40 0.141
C -1.13 -2.34 1.73 -0.804
H 3.48 -0.33 0.68 0.096
H -3.26 2.27 5.49 0.111
C 4.15 -0.97 -4.64 0.078
H 4.98 -0.52 -5.15 0.131
C 0.49 -6.66 -3.47 -0.061
H 0.15 0.27 1.64 0.014
H 5.58 0.65 -0.43 0.136
H -4.14 3.91 -1.13 0.098
C -1.74 0.24 -4.72 -0.074
H -1.56 0.81 -5.66 0.138
C -2.18 -1.51 -2.58 -0.101
C 2.64 -0.97 -1.19 -0.227
C -0.32 0.93 4.62 -0.485
S 0.48 -2.82 1.44 0.692
H 0.75 7.30 4.84 0.133
H -1.73 4.88 -1.16 0.122
C 4.05 -0.75 -3.20 -0.130
C -0.70 -0.49 -4.20 -0.074
H 1.60 4.10 2.20 0.077
C 0.94 6.23 4.73 -0.002
H -2.40 -2.22 -1.77 0.112
C -0.55 -5.87 -3.99 -0.038
H -4.18 -0.59 -2.50 0.123
H 3.40 -1.93 -6.37 0.141
H -3.46 0.08 6.68 0.121
H -1.27 -3.82 -4.18 0.104
C 1.39 -6.11 -2.61 -0.078
C -1.70 -0.71 5.84 -0.043
C 1.14 3.94 5.53 -0.108
C -2.50 1.55 5.44 -0.038
H -1.28 -6.28 -4.69 0.122
H 2.26 -6.84 -2.33 0.152
C -1.34 1.86 4.75 -0.131
C 3.64 -0.43 -0.41 -0.060
C -0.60 -4.52 -3.69 -0.064
N -2.11 -3.12 2.27 0.152
H -1.17 2.87 4.39 0.100
C 1.18 5.77 3.42 -0.041
C -3.17 -0.61 -2.95 -0.055
Te 1.55 1.42 3.67 1.636
C 1.49 3.46 4.21 -0.505
C -0.53 -0.40 5.14 -0.115
H 1.23 -2.79 -5.08 0.136
H 1.02 3.26 6.38 0.118
H -3.67 0.99 -4.31 0.113
C -2.94 0.24 -4.07 -0.049
C -1.84 3.00 -0.45 -0.172
H 2.16 -4.23 -1.69 0.102
H -4.13 4.02 0.62 0.080
```

Computed properties:
expectation value of S² = 6.05
charge = +3
M = 845.795 g/mol
HOMO-LUMO gap (alpha / beta) = 6.4 / 4.6 eV
spin multiplicity = 5
energy = -2822.9918 Eh

---

# 6
Here is 19 unconnected molecules or ions with the total composition C19H76N38O19 from the OMol25 dataset. Energies are from wB97M-V/def2-TZVPD.

XYZ file:
```
152
Properties=species:S:1:pos:R:3:lowdin_charge:R:1
H -1.76 -1.88 -3.38 0.099
H -4.87 -3.03 -3.25 0.100
N -2.15 4.87 6.71 0.176
H -0.17 -2.78 4.81 0.126
H 1.56 5.34 -2.98 0.125
C -0.13 -4.09 6.24 -0.848
H -5.19 -4.18 0.17 0.124
H 5.01 1.94 -3.45 0.111
N -3.19 -0.19 5.35 0.182
H 6.26 -0.57 0.15 0.071
H 1.78 1.73 -3.92 0.117
N 0.77 1.99 3.33 0.219
N -4.70 -3.35 -0.15 0.188
H 6.34 -2.13 0.91 0.119
O 0.07 -3.26 7.13 0.035
H 1.63 -4.64 -0.42 0.119
C -2.10 -0.31 4.65 -0.683
O -1.65 2.65 1.62 0.043
H 4.00 -1.17 -5.27 0.101
H 1.76 -1.76 -3.05 0.084
H -0.22 -0.38 -1.32 0.113
C -2.85 2.69 1.82 -0.793
N 2.00 -2.75 -6.80 0.203
H -0.73 -1.22 -4.76 0.070
N 2.78 3.88 0.36 0.178
N -6.34 1.13 -0.39 0.182
C 5.08 -1.82 -0.76 -0.805
N -3.54 3.58 1.35 0.197
H -7.32 0.89 -0.37 0.126
C -2.20 3.62 6.39 -0.765
H 1.39 2.18 -0.28 0.029
H 4.30 -3.16 -1.74 0.122
N -2.57 -1.28 -3.53 0.176
H -3.41 -4.97 0.67 0.112
H -7.68 -3.04 -4.81 0.107
O -1.11 0.45 4.66 -0.015
C 5.30 2.89 5.95 -0.816
N -4.47 0.23 -0.35 0.220
H -1.06 0.15 -5.74 0.126
H -1.70 2.26 5.02 0.049
H -2.41 -3.59 -7.97 0.108
H 1.09 -3.18 -6.94 0.104
N 4.54 2.17 -2.58 0.201
H -3.84 -0.54 -0.50 0.082
H -1.37 3.72 -2.75 0.102
N -2.81 -4.19 0.43 0.194
H 0.96 3.82 -2.48 0.075
H -7.07 -2.54 -6.45 0.125
H -1.60 -1.44 3.07 0.058
N 6.31 3.50 6.41 0.162
C 1.92 2.12 3.93 -0.669
N 1.92 -3.80 -0.88 0.155
H 1.53 0.34 -0.37 0.056
H -2.27 -3.41 -4.60 0.069
H 0.52 -5.90 5.63 0.115
H -3.25 -1.13 -2.80 0.097
O 0.82 -4.06 -2.80 0.044
H 0.17 -5.64 7.27 0.119
H 4.84 1.61 -1.79 0.072
C -5.77 -2.84 -5.00 -0.732
N -1.22 4.04 -3.70 0.172
H -1.73 5.67 6.25 0.116
H 2.72 1.11 5.48 0.105
H -0.64 -4.20 -4.43 0.079
O 2.96 2.53 3.40 -0.036
N -0.15 -3.77 5.05 0.180
H -5.16 -2.46 -0.29 0.058
H 7.14 3.01 6.70 0.129
H 3.81 3.35 4.66 0.051
C -3.43 -3.16 -0.09 -0.757
C 0.11 -0.66 0.63 -0.705
O 0.01 5.13 -4.96 0.097
N 6.00 -1.55 0.15 0.192
H 3.60 1.34 1.62 0.091
N 4.85 -3.03 -0.90 0.185
H 0.49 2.16 2.38 0.071
C 1.49 3.97 0.60 -0.755
N 2.77 1.95 -3.92 0.196
N -2.37 -3.63 -6.96 0.171
H -0.35 -4.59 4.51 0.121
H 6.19 4.50 6.39 0.110
N 3.66 -1.77 -6.01 0.151
H -0.10 2.79 0.57 0.057
N 1.93 -2.20 -2.16 0.186
N -5.77 -2.93 -3.71 0.182
H -4.51 2.16 2.88 0.111
N -3.56 1.91 2.67 0.192
H -3.17 3.94 0.48 0.154
C -1.40 -4.23 -6.22 -0.758
C -0.09 4.63 -3.94 -0.894
H 4.74 4.66 5.27 0.115
H 0.10 1.56 3.95 0.041
H -1.54 -1.06 -0.47 0.056
N 5.47 2.36 1.90 0.202
C -2.44 -0.34 -4.38 -0.779
C 5.33 1.64 0.85 -0.788
H -4.32 1.04 0.24 0.103
N -0.63 -0.61 -0.42 0.220
H -1.81 -4.28 0.46 0.124
H -3.82 -0.98 5.45 0.120
N -2.29 -1.33 3.80 0.166
H -1.04 3.81 4.68 0.111
C -5.65 0.05 -0.61 -0.837
N 1.90 1.60 5.16 0.193
H 6.33 2.80 2.16 0.127
O -6.10 -1.05 -0.80 0.032
H 4.08 0.37 0.12 0.077
H 3.10 2.93 0.18 0.048
H 1.01 1.26 5.51 0.092
H -3.34 0.65 5.88 0.100
H 2.61 -2.86 -7.60 0.124
O -3.13 0.69 -4.55 -0.013
H -5.91 2.03 -0.27 0.113
H 5.26 -3.75 -0.33 0.140
N 4.17 1.09 0.82 0.185
C 1.56 -3.43 -2.07 -0.788
H -1.93 4.28 -4.38 0.123
O -0.17 -1.06 1.77 -0.019
O -2.94 -2.17 -0.54 0.012
O 2.49 1.90 -1.64 -0.090
O -4.74 -2.68 -5.67 0.009
H 2.34 -1.73 -1.37 0.078
N -1.59 3.22 5.29 0.174
N 1.32 -0.10 0.52 0.166
N -6.98 -2.91 -5.52 0.170
H -3.15 1.05 3.00 0.082
O 4.59 -0.95 -1.45 0.020
H 2.64 -3.29 -0.40 0.082
O -0.44 -4.79 -6.62 0.031
H -3.14 -1.87 3.84 0.110
N 0.00 -5.37 6.31 0.143
N 0.82 4.66 -3.02 0.190
H -4.51 3.68 1.60 0.129
O 5.17 1.66 5.98 0.002
H 1.71 0.20 1.40 0.095
H 3.37 1.75 -4.70 0.117
C 3.24 2.03 -2.69 -0.630
H 3.45 4.59 0.61 0.120
H -6.56 -3.09 -3.11 0.111
O 0.91 4.98 1.02 -0.002
H -2.58 5.23 7.56 0.116
N 4.55 3.67 5.27 0.178
N 0.86 2.85 0.27 0.149
O -2.83 2.74 6.95 0.013
C 2.33 -1.87 -5.97 -0.750
H 4.77 2.67 2.56 0.076
O 1.62 -1.39 -5.10 0.010
H 4.24 -1.91 -6.82 0.110
N -1.40 -0.56 -5.11 0.179
O 6.23 1.38 0.04 -0.006
H -3.08 -3.19 -6.40 0.033
N -1.46 -3.92 -4.93 0.171
```

Computed properties:
charge = 0
ΔE to the lowest compared entry with this formula, charge and spin = 1276.2 kJ/mol
M = 1141.064 g/mol
HOMO-LUMO gap = 8.4 eV
energy = -4280.3388 Eh

---

# 7
Here is a molecular structure, C2H6F6LiNO7S2 from the OMol25 dataset. Energies are from wB97M-V/def2-TZVPD.

XYZ file:
```
25
Properties=species:S:1:pos:R:3:lowdin_charge:R:1
F 2.51 0.81 -0.29 0.102
H -2.18 -1.48 -2.23 0.052
O -1.65 -1.60 2.28 -0.242
N -0.19 -0.36 0.57 -0.383
H 0.19 1.94 -1.04 0.025
F -1.73 1.05 3.24 0.151
O 0.08 1.63 -1.95 -0.067
H 2.36 -1.88 -2.22 0.074
S -1.64 -0.67 1.22 0.591
H -1.12 -2.52 -2.62 0.062
F -3.48 1.02 1.97 0.151
F 3.04 1.28 1.75 0.161
O -2.55 -0.83 0.13 -0.291
F -1.66 1.96 1.27 0.111
H 0.90 1.88 -2.40 0.061
O -1.24 -1.59 -2.40 -0.089
S 1.10 -0.45 1.58 0.601
C -2.16 0.94 1.99 -0.667
O 0.82 -0.13 2.94 -0.248
H 1.68 -0.94 -3.22 0.063
F 1.25 2.11 0.89 0.128
Li 0.07 -0.39 -1.35 0.654
O 1.90 -1.57 1.24 -0.257
O 1.66 -1.23 -2.30 -0.076
C 2.02 1.03 0.95 -0.669
```

Computed properties:
charge = 0
ΔE to the lowest compared entry with this formula, charge and spin = 0.0 kJ/mol
M = 341.133 g/mol
HOMO-LUMO gap = 10.1 eV
energy = -2064.4372 Eh

---

# 8
Here is 2 unconnected molecules or ions with the total composition C6H17O6P from the OMol25 dataset. Energies are from wB97M-V/def2-TZVPD.

XYZ file:
```
30
Properties=species:S:1:pos:R:3:lowdin_charge:R:1
C -2.49 -1.57 0.57 -0.381
C 1.93 -0.21 0.52 -0.485
C -0.39 1.82 -1.86 -0.435
H 3.87 -1.10 0.24 0.065
H -0.86 0.02 -0.53 0.039
O 2.27 0.56 -0.60 -0.100
H -3.52 -1.20 0.52 0.062
H -2.24 -2.05 -0.38 0.067
C -1.21 2.31 -3.08 -0.590
O -0.02 1.04 1.25 -0.440
C 3.14 -0.97 1.04 -0.069
O 0.01 0.49 -1.83 -0.371
C 1.28 0.67 1.62 -0.285
O -1.65 -3.66 1.16 -0.079
P -1.20 -0.15 0.90 0.831
H 1.43 0.52 -1.18 0.027
H -1.14 -3.77 1.97 0.071
H -1.04 2.06 -0.98 0.072
H 1.17 -0.91 0.17 0.107
O -2.53 -2.59 1.60 -0.261
H 3.63 -0.45 1.87 0.061
H 0.44 2.55 -1.76 0.097
H -0.54 -1.07 1.75 0.024
H 1.36 0.17 2.60 0.093
H -2.08 1.59 -3.12 0.064
O -1.58 3.61 -3.10 -0.433
H -0.57 2.01 -3.97 0.064
H 2.85 -1.96 1.42 0.060
H 1.85 1.60 1.68 0.117
H -2.19 0.62 1.52 0.006
```

Computed properties:
charge = -2
M = 216.170 g/mol
HOMO-LUMO gap = 3.9 eV
energy = -1031.3159 Eh

---

Number 1: largest force on an atom 0.031 hartree/bohr. Number 2: largest force on an atom 0.051 hartree/bohr. Number 3: largest force on an atom 0.046 hartree/bohr. Number 4: largest force on an atom 0.067 hartree/bohr. Number 5: largest force on an atom 0.072 hartree/bohr. Number 6: largest force on an atom 0.213 hartree/bohr. Number 7: largest force on an atom 0.025 hartree/bohr. Number 8: largest force on an atom 0.025 hartree/bohr.